Record 1
C56H124N6O9 | ωB97M-V/def2-TZVPD

```
195
Properties=species:S:1:pos:R:3:mulliken_charge:R:1
C 3.10 -0.83 -5.15 -0.55
O 4.39 -1.33 -5.10 -0.58
H 2.62 -1.69 -5.61 0.40
H 2.69 -0.33 -4.27 -0.01
H 3.05 -0.04 -5.90 0.49
H 4.54 -1.68 -4.22 0.33
C -2.80 -7.45 -1.97 -0.59
O -2.21 -6.20 -2.46 -0.42
H -3.54 -7.60 -2.76 0.24
H -2.08 -8.26 -2.05 0.26
H -3.18 -7.43 -0.95 0.24
H -1.41 -6.36 -2.95 0.27
O -1.53 -5.20 -5.53 -0.56
H -2.00 -4.38 -5.66 0.30
H -2.10 -5.87 -5.88 0.30
C -3.02 8.11 -1.06 -1.67
C -2.99 6.65 -0.55 1.41
C -4.17 5.75 -1.11 -0.96
C -3.78 5.08 -2.49 -1.18
C -2.42 4.31 -2.32 -0.72
C -1.27 5.18 -1.88 1.55
N -1.63 6.01 -0.72 0.49
O -0.63 6.62 0.00 -0.47
C -0.12 4.31 -1.41 -1.24
C -0.81 5.99 -3.11 -1.84
C -3.20 6.64 0.95 -2.11
H -2.16 8.75 -0.87 0.38
H -3.87 8.70 -0.71 0.41
H -2.94 8.08 -2.15 0.39
H -4.39 4.92 -0.43 0.19
H -5.00 6.43 -1.30 0.51
H -3.62 5.81 -3.28 0.41
H -4.51 4.31 -2.72 0.46
H -2.17 3.72 -3.20 0.63
H -2.60 3.58 -1.53 -0.20
H 0.01 3.49 -2.13 0.03
H 0.87 4.77 -1.45 0.20
H -0.35 3.94 -0.41 0.46
H -0.58 5.24 -3.86 0.35
H -1.58 6.67 -3.48 0.42
H -0.05 6.75 -2.94 0.41
H -3.07 5.72 1.52 0.36
H -4.25 6.82 1.18 0.53
H -2.57 7.36 1.46 0.40
H -0.48 7.42 -0.50 0.36
C 5.37 -8.95 -0.12 -1.91
C 5.92 -7.46 -0.07 1.46
C 5.75 -6.93 -1.47 -1.57
C 5.90 -5.43 -1.62 -0.85
C 4.89 -4.81 -0.63 -1.41
C 4.90 -5.29 0.91 2.00
N 4.99 -6.73 0.87 0.23
O 5.13 -7.22 2.20 -0.50
C 6.01 -4.53 1.64 -1.63
C 3.48 -4.81 1.43 -2.05
C 7.46 -7.59 0.26 -1.32
H 5.83 -9.62 -0.85 0.38
H 4.33 -9.05 -0.43 0.42
H 5.42 -9.33 0.90 0.44
H 6.38 -7.56 -2.10 0.59
H 4.76 -7.11 -1.88 0.36
H 5.73 -5.07 -2.63 0.42
H 6.89 -5.05 -1.36 0.35
H 3.87 -4.79 -1.02 0.26
H 5.06 -3.74 -0.53 0.54
H 5.77 -4.64 2.70 0.37
H 7.04 -4.79 1.39 0.31
H 6.00 -3.50 1.27 0.41
H 3.25 -5.23 2.41 0.50
H 3.55 -3.75 1.66 0.39
H 2.66 -4.99 0.73 0.38
H 7.83 -6.68 0.74 0.29
H 8.04 -7.67 -0.66 0.33
H 7.55 -8.30 1.08 0.37
H 4.26 -7.61 2.32 0.37
C -2.68 -2.39 3.22 -1.84
C -1.54 -2.93 4.05 2.15
C -0.43 -1.71 4.15 -0.44
C 0.45 -2.03 5.38 -1.07
C -0.43 -2.04 6.72 -1.20
C -1.48 -3.13 6.66 1.38
N -2.18 -3.17 5.35 0.67
O -3.19 -4.26 5.32 -0.52
C -0.92 -4.54 7.02 -1.54
C -2.51 -2.68 7.77 -1.91
C -0.93 -4.20 3.52 -1.92
H -3.18 -1.55 3.69 0.45
H -3.32 -3.24 2.97 0.58
H -2.37 -1.91 2.29 -0.41
H 0.28 -1.78 3.32 -0.09
H -0.91 -0.73 4.10 0.47
H 1.16 -1.24 5.62 0.53
H 1.01 -2.94 5.18 0.22
H -0.74 -1.10 7.16 0.41
H 0.41 -2.18 7.40 0.40
H -1.68 -5.10 7.56 0.38
H -0.52 -5.03 6.13 0.25
H -0.19 -4.39 7.81 0.41
H -2.80 -1.64 7.58 0.43
H -3.49 -3.15 7.74 0.36
H -2.10 -2.72 8.78 0.40
H -0.57 -4.08 2.50 0.27
H -1.69 -4.98 3.50 0.54
H -0.19 -4.80 4.05 0.26
H -4.00 -3.75 5.41 0.34
C -5.79 5.21 4.15 -1.60
C -6.27 3.74 4.11 1.22
C -7.30 3.79 2.99 -0.96
C -7.71 2.38 2.62 -0.89
C -6.37 1.64 1.98 -1.18
C -5.25 1.53 3.08 1.87
N -5.07 2.87 3.73 0.82
O -3.99 3.08 4.58 -0.50
C -5.55 0.30 3.94 -1.90
C -3.99 1.12 2.28 -2.15
C -6.97 3.42 5.44 -1.73
H -5.07 5.51 3.39 0.14
H -5.49 5.47 5.16 0.37
H -6.62 5.88 3.96 0.44
H -8.25 4.21 3.32 0.50
H -6.90 4.28 2.10 0.23
H -8.38 2.28 1.77 0.45
H -8.16 1.79 3.42 0.36
H -6.03 2.31 1.19 0.15
H -6.64 0.68 1.54 0.52
H -4.76 0.17 4.68 0.44
H -6.41 0.34 4.61 0.33
H -5.72 -0.62 3.37 0.41
H -3.78 1.86 1.51 0.44
H -3.15 1.16 2.99 0.44
H -3.98 0.25 1.63 0.39
H -6.30 3.52 6.30 0.45
H -7.24 2.37 5.55 0.32
H -7.89 3.99 5.51 0.38
H -3.26 3.43 4.05 0.33
C 4.91 1.58 -3.10 -1.56
C 4.16 2.91 -3.56 1.67
C 3.89 3.73 -2.31 -1.37
C 3.45 5.14 -2.60 0.28
C 4.50 5.88 -3.47 -1.76
C 4.75 5.14 -4.81 1.45
N 5.00 3.64 -4.57 0.39
O 5.27 2.93 -5.69 -0.46
C 3.59 5.49 -5.86 -1.44
C 6.06 5.72 -5.34 -1.95
C 2.71 2.66 -4.06 -1.23
H 5.17 0.99 -3.98 0.55
H 4.25 0.88 -2.59 0.12
H 5.78 1.76 -2.47 0.40
H 3.19 3.25 -1.63 0.14
H 4.87 3.76 -1.84 0.55
H 3.29 5.76 -1.72 0.59
H 2.52 5.16 -3.18 -0.28
H 5.49 5.85 -2.99 0.45
H 4.21 6.92 -3.61 0.41
H 3.50 4.71 -6.61 0.35
H 2.71 5.64 -5.24 0.17
H 3.60 6.49 -6.30 0.40
H 6.90 5.46 -4.70 0.47
H 6.05 5.51 -6.41 0.42
H 6.09 6.81 -5.27 0.41
H 2.32 3.43 -4.72 0.26
H 1.96 2.65 -3.26 -0.06
H 2.47 1.80 -4.68 0.18
H 6.19 2.72 -5.52 0.38
C 1.40 -2.55 -2.15 -1.84
C 0.03 -2.14 -2.63 2.31
C -1.01 -2.95 -1.80 -1.35
C -1.46 -2.20 -0.55 -1.02
C -0.49 -1.14 -0.02 -1.63
C -0.25 -0.07 -1.07 2.63
N -0.15 -0.69 -2.41 0.36
O 0.25 0.18 -3.43 -0.09
C -1.40 0.88 -1.05 -2.28
C 1.12 0.52 -0.69 -1.70
C -0.21 -2.63 -4.09 -1.84
H 1.74 -2.41 -1.12 0.28
H 2.18 -1.98 -2.66 -0.18
H 1.61 -3.62 -2.22 0.71
H -1.80 -3.41 -2.40 0.27
H -0.55 -3.77 -1.24 0.31
H -1.76 -2.85 0.27 0.56
H -2.44 -1.78 -0.79 0.41
H 0.37 -1.50 0.54 0.46
H -0.96 -0.66 0.84 0.71
H -2.40 0.46 -1.12 0.25
H -1.34 1.48 -0.14 0.53
H -1.42 1.60 -1.88 0.46
H 1.04 1.02 0.28 0.46
H 1.92 -0.22 -0.72 0.47
H 1.28 1.38 -1.34 0.02
H 0.24 -3.62 -4.20 0.51
H 0.21 -2.05 -4.92 0.29
H -1.25 -2.73 -4.41 0.51
H -0.60 0.27 -3.86 0.37
```

As for the total charge: +1. The expectation value of S² is 0.754. The value obtained for the HOMO energy (alpha / beta) is -9.83 / -9.83 eV. The frontier orbital gap (alpha / beta) is 7.274 / 3.572 eV. As for the max |F|: 5.0 eV/A. As for the spin multiplicity: 2.


Record 2
C56H126B3CuF12N7 | ωB97M-V/def2-TZVPD

```
205
Properties=species:S:1:pos:R:3:mulliken_charge:R:1
Cu -9.65 -26.31 4.35 0.93
C -8.42 -15.06 1.94 -1.32
C -8.28 -16.22 3.00 -0.10
C -7.30 -17.18 2.42 -0.85
N -6.99 -18.41 3.25 0.22
C -6.24 -17.88 4.53 -0.91
C -6.16 -19.38 2.47 -0.85
C -6.31 -20.72 3.20 -0.20
C -7.65 -20.58 4.04 0.36
C -8.21 -19.20 3.62 -0.70
H -9.08 -15.36 1.11 0.32
H -7.42 -14.93 1.49 0.36
H -8.77 -14.09 2.32 0.38
H -9.31 -16.52 3.14 0.26
H -7.97 -15.78 3.99 0.35
H -6.32 -16.67 2.28 0.51
H -7.64 -17.52 1.43 0.28
H -5.84 -18.71 5.10 0.40
H -6.96 -17.33 5.13 0.38
H -5.44 -17.22 4.20 0.32
H -5.15 -18.97 2.38 0.48
H -6.61 -19.40 1.47 0.20
H -5.50 -20.97 3.85 0.36
H -6.47 -21.52 2.46 0.11
H -7.38 -20.71 5.08 0.23
H -8.33 -21.38 3.70 -0.30
H -8.89 -18.68 4.31 0.52
H -8.81 -19.38 2.66 0.15
C -8.92 -26.62 12.54 -1.34
C -9.48 -26.23 11.17 -0.20
C -9.19 -24.71 11.03 -1.03
N -9.26 -24.14 9.63 0.38
C -10.66 -24.50 9.14 -1.04
C -8.17 -24.63 8.75 -1.04
C -8.10 -23.68 7.57 0.26
C -8.67 -22.35 8.18 -0.71
C -8.98 -22.61 9.65 -0.76
H -9.30 -25.90 13.27 0.36
H -7.82 -26.56 12.48 0.35
H -9.16 -27.68 12.73 0.39
H -10.56 -26.33 11.03 0.28
H -9.08 -26.79 10.35 0.29
H -8.19 -24.49 11.40 0.47
H -9.93 -24.14 11.52 0.64
H -10.81 -24.13 8.12 -0.01
H -11.36 -24.00 9.74 0.40
H -10.71 -25.57 9.15 0.57
H -8.36 -25.67 8.54 0.73
H -7.24 -24.62 9.38 0.24
H -8.68 -23.96 6.71 -0.58
H -7.10 -23.59 7.14 0.71
H -9.60 -22.10 7.65 0.17
H -7.94 -21.56 8.08 0.63
H -9.87 -22.09 10.00 0.44
H -8.15 -22.47 10.31 0.43
C -14.46 -33.08 0.94 -1.47
C -14.00 -31.79 0.36 0.24
C -14.34 -30.63 1.32 -0.87
N -14.08 -29.26 0.75 0.34
C -15.05 -28.95 -0.28 -0.83
C -12.61 -29.07 0.24 -0.89
C -12.14 -27.61 0.36 -0.82
C -13.14 -26.97 1.28 1.62
C -13.99 -28.09 1.83 -1.13
H -14.32 -33.96 0.29 0.38
H -15.52 -33.02 1.16 0.37
H -13.97 -33.33 1.90 0.32
H -14.46 -31.65 -0.64 0.30
H -12.88 -31.80 0.26 0.11
H -13.80 -30.78 2.26 0.30
H -15.39 -30.63 1.54 0.50
H -15.23 -29.88 -0.83 0.28
H -14.71 -28.11 -0.86 0.37
H -15.98 -28.67 0.20 0.38
H -12.59 -29.47 -0.74 0.59
H -12.01 -29.69 0.91 0.24
H -12.21 -27.20 -0.63 0.62
H -11.07 -27.54 0.67 0.16
H -13.74 -26.23 0.73 0.57
H -12.66 -26.44 2.13 -1.43
H -15.00 -27.84 2.03 0.79
H -13.52 -28.54 2.76 -0.07
C -16.61 -26.00 5.82 -1.40
C -15.73 -26.09 7.06 0.55
C -15.64 -27.59 7.26 -1.23
N -14.61 -28.00 8.25 0.56
C -15.10 -27.34 9.53 -1.08
C -13.21 -27.66 7.85 -0.53
C -12.31 -28.46 8.80 -0.46
C -13.07 -29.77 8.93 -0.77
C -14.53 -29.50 8.49 -0.63
H -17.44 -26.72 5.80 0.39
H -15.98 -26.08 4.89 0.23
H -17.15 -25.04 5.83 0.43
H -16.24 -25.56 7.88 0.37
H -14.76 -25.60 6.83 -0.10
H -15.31 -28.01 6.28 0.31
H -16.57 -28.02 7.58 0.56
H -14.73 -26.35 9.66 0.33
H -14.72 -27.86 10.40 0.50
H -16.17 -27.48 9.61 0.32
H -13.08 -26.58 7.97 0.24
H -13.07 -27.99 6.83 0.06
H -12.18 -27.95 9.73 0.27
H -11.31 -28.54 8.40 0.51
H -13.10 -30.18 9.93 0.37
H -12.69 -30.59 8.30 0.34
H -15.29 -29.84 9.15 0.44
H -14.71 -29.84 7.46 0.41
C -9.02 -19.82 -1.57 -1.08
C -10.43 -19.95 -1.05 -0.53
C -10.60 -21.26 -0.34 -0.06
N -11.87 -21.56 0.38 0.40
C -13.03 -21.21 -0.50 -1.02
C -11.92 -20.99 1.80 -0.06
C -12.90 -21.88 2.58 -0.72
C -12.91 -23.23 1.83 1.52
C -11.92 -23.07 0.73 -0.67
H -8.78 -20.54 -2.36 0.39
H -8.39 -19.93 -0.67 0.06
H -8.92 -18.78 -1.91 0.40
H -11.15 -19.81 -1.86 0.46
H -10.65 -19.19 -0.29 0.37
H -9.77 -21.42 0.37 -0.34
H -10.47 -22.05 -1.09 0.47
H -13.94 -21.48 -0.02 0.39
H -12.89 -21.67 -1.48 0.37
H -12.98 -20.16 -0.71 0.41
H -12.18 -19.93 1.75 0.54
H -10.89 -21.09 2.11 -0.15
H -13.90 -21.42 2.71 0.35
H -12.58 -22.06 3.60 0.14
H -13.91 -23.47 1.52 0.51
H -12.64 -24.07 2.50 -1.27
H -12.12 -23.55 -0.21 0.45
H -10.91 -23.34 1.03 -0.14
C -6.63 -27.37 6.54 -1.30
C -6.07 -27.22 5.16 0.03
C -4.66 -26.70 5.21 -1.04
N -4.12 -26.32 3.80 0.50
C -4.09 -27.65 3.03 -1.05
C -2.71 -25.67 3.83 -0.63
C -2.41 -25.09 2.47 -0.81
C -3.82 -24.59 2.07 -0.48
C -4.81 -25.17 3.06 -0.36
H -7.61 -27.78 6.33 0.24
H -6.76 -26.42 7.01 0.06
H -6.02 -28.07 7.14 0.51
H -6.78 -26.65 4.60 0.34
H -5.99 -28.14 4.63 0.37
H -4.04 -27.55 5.57 0.42
H -4.50 -25.86 5.89 0.30
H -3.37 -28.29 3.54 0.32
H -3.75 -27.58 2.01 0.44
H -5.09 -28.07 3.01 0.34
H -1.93 -26.38 4.12 0.47
H -2.71 -24.88 4.60 0.45
H -2.01 -25.75 1.76 0.32
H -1.65 -24.36 2.68 0.38
H -4.14 -25.02 1.10 0.39
H -3.87 -23.48 2.08 0.25
H -5.77 -25.50 2.68 0.26
H -4.95 -24.45 3.89 0.24
C -7.99 -34.52 5.51 -1.29
C -7.64 -34.63 3.97 -0.42
C -8.22 -33.31 3.43 -1.25
N -7.83 -32.92 2.02 0.74
C -8.20 -34.07 1.10 -0.94
C -6.31 -32.58 1.91 -0.76
C -6.24 -31.47 0.88 -0.74
C -7.44 -30.62 1.23 -0.11
C -8.55 -31.63 1.57 -0.40
H -7.66 -35.40 6.08 0.40
H -9.08 -34.38 5.66 0.32
H -7.43 -33.67 5.93 0.33
H -8.16 -35.49 3.58 0.43
H -6.59 -34.76 3.76 0.39
H -7.93 -32.51 4.08 0.62
H -9.29 -33.38 3.55 0.49
H -9.25 -33.91 0.90 0.30
H -7.99 -35.01 1.58 0.38
H -7.56 -33.95 0.25 0.37
H -5.76 -33.52 1.60 0.38
H -6.02 -32.32 2.89 0.42
H -6.40 -31.96 -0.08 0.34
H -5.28 -30.95 0.93 0.42
H -7.78 -29.95 0.43 0.47
H -7.22 -30.00 2.12 -0.06
H -9.17 -31.91 0.72 0.05
H -9.23 -31.36 2.39 0.27
B -10.79 -29.08 4.46 -0.61
F -9.77 -28.28 5.02 -0.06
F -10.23 -30.17 3.90 -0.10
F -11.65 -29.45 5.44 -0.02
F -11.29 -28.34 3.38 -0.21
B -11.48 -24.52 5.67 -0.72
F -10.59 -25.45 6.13 0.09
F -12.69 -24.46 6.38 -0.22
F -10.91 -23.28 5.86 -0.25
F -11.70 -24.76 4.34 -0.12
B -8.48 -24.32 2.34 -0.33
F -8.63 -23.01 2.10 0.03
F -9.72 -24.88 2.01 -0.28
F -7.45 -24.82 1.55 -0.30
F -8.28 -24.80 3.71 -0.06
```

As for the total charge: +5. The value obtained for the HOMO energy is -18.02 eV. The frontier orbital gap is 9.747 eV. As for the max |F|: 4.3 eV/A. As for the spin multiplicity: 1.


What is the max |F| in the first record? 5.0 eV/A